No. 1
Here is 7 unconnected molecules or ions with the total composition C11H22ClO16 at a distorted geometry from OMol25. Energies are from ωB97M-V/def2-TZVPD.

Last columns: bonded neighbours and bond lengths (Å).
Atoms and positions in Å:
1 Cl -29.61 5.96 -20.88  O2 1.390, O3 1.435, O4 1.470, O5 1.486
2 O -30.42 4.95 -20.38  Cl1 1.390
3 O -28.44 6.09 -20.06  Cl1 1.435
4 O -29.16 5.76 -22.26  Cl1 1.470
5 O -30.36 7.24 -20.81  Cl1 1.486
6 C -23.12 4.81 -15.46  C7 1.499, O11 1.391, H12 1.090, H13 1.090
7 C -24.07 5.44 -14.48  C6 1.499, O8 1.451, H14 1.090, H15 1.090
8 O -23.17 5.85 -13.42  C7 1.451, C9 1.337
9 C -21.88 5.68 -13.72  O8 1.337, O10 1.246, O11 1.404
10 O -20.91 6.27 -13.19  C9 1.246
11 O -21.87 4.87 -14.86  C6 1.391, C9 1.404
12 H -23.19 5.14 -16.50  C6 1.090
13 H -23.36 3.75 -15.42  C6 1.090
14 H -24.70 4.64 -14.09  C7 1.090
15 H -24.63 6.22 -15.00  C7 1.090
16 C -34.43 7.38 -27.03  C17 1.515, O21 1.415, H22 1.090, H23 1.090
17 C -35.04 8.13 -25.86  C16 1.515, O18 1.468, H24 1.090, H25 1.090
18 O -36.04 8.92 -26.59  C17 1.468, C19 1.250
19 C -35.74 8.96 -27.80  O18 1.250, O20 1.243, O21 1.288
20 O -36.17 9.78 -28.62  C19 1.243
21 O -34.64 8.33 -28.06  C16 1.415, C19 1.288
22 H -34.99 6.44 -27.12  C16 1.090
23 H -33.37 7.22 -26.87  C16 1.090
24 H -34.29 8.69 -25.32  C17 1.090
25 H -35.47 7.47 -25.11  C17 1.090
26 C -25.60 0.89 -22.79  C27 1.471, O31 1.350, H32 1.090, H33 1.090
27 C -24.60 1.77 -22.16  C26 1.471, O28 1.424, H34 1.090, H35 1.090
28 O -23.47 0.95 -21.89  C27 1.424, C29 1.300
29 C -23.66 -0.21 -22.45  O28 1.300, O30 1.197, O31 1.380
30 O -22.87 -1.11 -22.41  C29 1.197
31 O -24.95 -0.29 -22.92  C26 1.350, C29 1.380
32 H -25.74 1.21 -23.82  C26 1.090
33 H -26.56 0.95 -22.28  C26 1.090
34 H -24.83 2.23 -21.20  C27 1.090
35 H -24.34 2.52 -22.91  C27 1.090
36 O -29.47 12.70 -18.99  H37 0.957, H38 0.957
37 H -30.12 12.12 -18.59  O36 0.957
38 H -29.87 12.98 -19.81  O36 0.957
39 O -27.04 10.85 -22.33  H40 0.957, H41 0.957
40 H -26.97 9.89 -22.39  O39 0.957
41 H -26.78 11.05 -21.43  O39 0.957
42 C -29.87 0.18 -16.56  C43 1.457, H45 1.090, H46 1.090, H47 1.090
43 C -31.09 -0.33 -15.95  C42 1.457, O44 1.402, H48 1.090, H49 1.090
44 O -31.87 0.75 -15.49  C43 1.402, H50 0.960
45 H -29.04 -0.52 -16.40  C42 1.090
46 H -29.45 1.15 -16.31  C42 1.090
47 H -29.92 0.21 -17.65  C42 1.090
48 H -30.92 -1.08 -15.18  C43 1.090
49 H -31.71 -0.87 -16.67  C43 1.090
50 H -31.88 1.45 -16.15  O44 0.960

Values from the calculation:
charge = -1
molecular weight = 445.73 g mol⁻¹
Kohn-Sham gap = 8.0 eV
energy = -57038.25177 eV
LUMO energy = 1.87 eV
HOMO = -6.17 eV

---

No. 2
Here is 2 unconnected molecules or ions with the total composition C11H22N at a distorted geometry from OMol25. Energies are from ωB97M-V/def2-TZVPD.

Last columns: bonded neighbours and bond lengths (Å).
Atoms and positions in Å:
1 C -2.90 -0.22 0.12  C2 1.183, C3 1.466
2 C -1.72 -0.30 0.14  C1 1.183
3 C -4.37 -0.15 0.05  C1 1.466, H13 1.196, H14 0.986, H15 1.177
4 C 0.01 -2.50 0.54  C10 1.536, H16 1.057, H17 1.110, H18 1.105
5 C 1.04 -1.45 -1.56  C10 1.633, H19 1.108, H20 1.108, H21 1.101
6 C 2.27 -1.37 0.78  C10 1.564, H22 1.098, H23 1.067, H24 1.148
7 C 2.00 1.69 0.11  C11 1.519, H25 1.156, H26 1.085, H27 1.110
8 C -0.04 1.59 -1.40  C11 1.558, H28 1.189, H29 1.161, H30 1.187
9 C -0.14 2.27 1.09  C11 1.562, H31 1.197, H32 1.141, H33 1.144
10 C 0.88 -1.34 0.07  C4 1.536, C5 1.633, C6 1.564, N12 1.527
11 C 0.53 1.34 0.03  C7 1.519, C8 1.558, C9 1.562, N12 1.472
12 N 0.24 -0.02 0.50  C10 1.527, C11 1.472, H34 0.971
13 H -4.80 -1.25 0.23  C3 1.196
14 H -4.62 0.49 0.76  C3 0.986
15 H -4.75 0.17 -1.01  C3 1.177
16 H -0.09 -2.48 1.60  C4 1.057
17 H -1.00 -2.46 0.08  C4 1.110
18 H 0.49 -3.46 0.28  C4 1.105
19 H 0.07 -1.21 -2.05  C5 1.108
20 H 1.61 -2.37 -1.78  C5 1.108
21 H 1.69 -0.69 -2.01  C5 1.101
22 H 3.12 -0.99 0.19  C6 1.098
23 H 2.14 -0.73 1.62  C6 1.067
24 H 2.58 -2.46 0.99  C6 1.148
25 H 2.53 0.92 -0.57  C7 1.156
26 H 2.24 2.65 -0.34  C7 1.085
27 H 2.39 1.56 1.14  C7 1.110
28 H 0.08 2.77 -1.47  C8 1.189
29 H -1.18 1.36 -1.48  C8 1.161
30 H 0.52 1.05 -2.29  C8 1.187
31 H 0.01 1.89 2.22  C9 1.197
32 H 0.37 3.28 1.05  C9 1.141
33 H -1.26 2.45 0.93  C9 1.144
34 H 0.06 -0.03 1.46  N12 0.971

Values from the calculation:
charge = +1
molecular weight = 168.30 g mol⁻¹
Kohn-Sham gap = 8.7 eV
energy = -13241.24835 eV
energy above the lowest of the compared OMol25 structures with the same formula, charge and spin = 533.3 kJ/mol
LUMO energy = -5.28 eV
HOMO = -14.00 eV

---

No. 3
Here is a single C11H22N2O2Si molecule at a distorted geometry from OMol25. Energies are from ωB97M-V/def2-TZVPD.

Last columns: bonded neighbours and bond lengths (Å).
Atoms and positions in Å:
1 C -3.37 -1.33 1.07  C2 1.311, H17 1.092, H18 1.107
2 C -2.98 -2.15 0.13  C1 1.311, Si3 1.879, H19 1.074
3 Si -1.30 -1.74 -0.61  C2 1.879, C4 1.877, O5 1.673, O11 1.661
4 C -0.85 -2.98 -1.95  Si3 1.877, H20 1.101, H21 1.088, H22 1.099
5 O -0.06 -1.92 0.49  Si3 1.673, N6 1.352
6 N 1.18 -1.75 -0.03  O5 1.352, C7 1.301
7 C 2.09 -1.27 0.77  N6 1.301, C8 1.484, C9 1.479
8 C 1.70 -0.86 2.14  C7 1.484, H23 1.095, H24 1.096, H25 1.094
9 C 3.50 -1.14 0.35  C7 1.479, C10 1.506, H26 1.102, H27 1.123
10 C 3.79 0.21 -0.26  C9 1.506, H28 1.075, H29 1.075, H30 1.093
11 O -1.40 -0.20 -1.23  Si3 1.661, N12 1.349
12 N -0.88 0.74 -0.41  O11 1.349, C13 1.297
13 C -1.40 1.93 -0.54  N12 1.297, C14 1.483, C15 1.471
14 C -2.64 2.05 -1.34  C13 1.483, H31 1.085, H32 1.105, H33 1.106
15 C -0.94 3.08 0.25  C13 1.471, C16 1.529, H34 1.093, H35 1.109
16 C 0.58 3.21 0.30  C15 1.529, H36 1.108, H37 1.113, H38 1.087
17 H -2.77 -0.46 1.36  C1 1.092
18 H -4.24 -1.54 1.72  C1 1.107
19 H -3.43 -3.11 -0.03  C2 1.074
20 H -1.71 -3.37 -2.51  C4 1.101
21 H -0.15 -2.60 -2.70  C4 1.088
22 H -0.30 -3.75 -1.39  C4 1.099
23 H 2.21 -1.47 2.88  C8 1.095
24 H 1.93 0.20 2.30  C8 1.096
25 H 0.63 -1.02 2.27  C8 1.094
26 H 3.70 -1.94 -0.38  C9 1.102
27 H 4.18 -1.36 1.21  C9 1.123
28 H 4.78 0.26 -0.67  C10 1.075
29 H 3.16 0.39 -1.11  C10 1.075
30 H 3.62 0.99 0.48  C10 1.093
31 H -3.48 2.21 -0.67  C14 1.085
32 H -2.55 2.92 -2.03  C14 1.105
33 H -2.86 1.11 -1.87  C14 1.106
34 H -1.35 3.02 1.26  C15 1.093
35 H -1.38 4.01 -0.16  C15 1.109
36 H 1.00 3.26 -0.73  C16 1.108
37 H 0.94 4.07 0.90  C16 1.113
38 H 1.06 2.32 0.72  C16 1.087

Values from the calculation:
molecular weight = 242.40 g mol⁻¹
Kohn-Sham gap = 9.8 eV
energy = -26715.23557 eV
energy above the lowest of the compared OMol25 structures with the same formula, charge and spin = 307.2 kJ/mol
LUMO energy = 0.86 eV
HOMO = -8.95 eV